{
  "formula": "C48H73BIrN9O4PS4",
  "method": "the ωB97M-V functional and the def2-TZVPD basis",
  "elements": ["Ir", "C", "C", "C", "C", "N", "C", "C", "N", "B", "N", "C", "C", "N", "C", "S", "C", "C", "C", "C", "N", "C", "C", "N", "C", "S", "C", "C", "C", "C", "C", "S", "H", "H", "H", "H", "H", "H", "H", "H", "H", "H", "H", "H", "H", "H", "H", "H", "H", "H", "H", "H", "H", "H", "H", "H", "H", "H", "H", "H", "H", "H", "H", "H", "H", "H", "O", "P", "C", "C", "C", "C", "C", "C", "C", "C", "C", "C", "C", "C", "C", "C", "C", "C", "C", "C", "H", "H", "H", "H", "H", "H", "H", "H", "H", "H", "H", "H", "H", "H", "H", "H", "H", "H", "H", "H", "H", "H", "H", "H", "H", "H", "H", "H", "H", "H", "H", "H", "H", "O", "S", "O", "O", "C", "N", "C", "C", "C", "N", "C", "C", "C", "N", "C", "C", "H", "H", "H", "H", "H", "H"],
  "xyz": [[0.16629, 0.07412, 0.44779], [2.37376, -6.18872, -0.93057], [2.55864, -4.70543, -0.62655], [3.83482, -4.21195, -1.31157], [2.62900, -4.54448, 0.89651], [1.37281, -3.95482, -1.19705], [0.36206, -4.58557, -1.92094], [-0.52189, -3.64761, -2.28397], [-0.05167, -2.42601, -1.82923], [-0.82516, -1.10895, -2.00005], [-2.28030, -1.34123, -1.58602], [-3.40153, -1.27485, -2.38164], [-4.46827, -1.32212, -1.57308], [-4.00155, -1.38447, -0.25732], [-2.64227, -1.39369, -0.29719], [-1.49613, -1.58532, 0.99756], [-4.91853, -1.26313, 0.94173], [-4.78782, -2.49771, 1.83690], [-4.59119, 0.02572, 1.70709], [-6.35269, -1.17440, 0.43928], [-0.72427, -0.54917, -3.39628], [-0.09560, -1.14849, -4.48999], [-0.12781, -0.27333, -5.49373], [-0.75634, 0.89731, -5.04260], [-1.11452, 0.73617, -3.72184], [-1.98827, 1.72656, -2.65344], [-1.00191, 2.03301, -6.00891], [-2.36836, 1.79974, -6.65017], [-0.95505, 3.42028, -5.36803], [0.10046, 1.98041, -7.07114], [1.09769, -2.61745, -1.15249], [2.00260, -1.34855, -0.42459], [3.21726, -6.72657, -0.49768], [2.36928, -6.38888, -2.00602], [1.45818, -6.58539, -0.48158], [4.68974, -4.77694, -0.93024], [4.00973, -3.15405, -1.11720], [3.77294, -4.36909, -2.39228], [3.39712, -5.21973, 1.28529], [1.66955, -4.81107, 1.35249], [2.88519, -3.53228, 1.18606], [0.34185, -5.64695, -2.10308], [-1.44985, -3.74300, -2.83067], [-0.39142, -0.26247, -1.22167], [-3.34743, -1.20857, -3.45837], [-5.51504, -1.31242, -1.82457], [-3.77686, -2.61355, 2.21710], [-5.06423, -3.40329, 1.28849], [-5.46223, -2.39067, 2.69017], [-3.60654, -0.03326, 2.16356], [-5.33127, 0.17126, 2.49837], [-4.62408, 0.88742, 1.03262], [-6.64773, -2.07568, -0.10516], [-6.50771, -0.29946, -0.19707], [-7.00843, -1.07797, 1.30466], [0.28982, -2.15729, -4.46022], [0.23048, -0.39064, -6.50422], [-3.15466, 1.82011, -5.89150], [-2.39438, 0.83338, -7.16491], [-2.57091, 2.58563, -7.38548], [-1.84975, 3.64015, -4.80126], [-0.85274, 4.16257, -6.16730], [-0.09909, 3.50617, -4.70188], [-0.00747, 1.12139, -7.74044], [1.09372, 1.94886, -6.60968], [0.03859, 2.88118, -7.68353], [1.59059, 1.52677, -0.16297], [2.04124, 2.97993, -0.15012], [0.63270, 4.02197, -0.61272], [0.97946, 5.46606, -1.05510], [-0.17183, 6.43908, -0.75129], [-1.51599, 5.75732, -1.00414], [-1.75009, 4.61831, 0.00961], [-0.42446, 4.00370, 0.50076], [2.61884, 3.44394, 1.50271], [3.71842, 2.46926, 2.04008], [5.00452, 3.20692, 2.43308], [4.74393, 4.32298, 3.45678], [3.44901, 5.10773, 3.15100], [3.01970, 4.91503, 1.69588], [3.33139, 3.30031, -1.37957], [4.67356, 2.58932, -1.11210], [4.56432, 1.07323, -1.33484], [4.09601, 0.77128, -2.76366], [2.75495, 1.45428, -3.05710], [2.84555, 2.96556, -2.80071], [0.20754, 3.46312, -1.45356], [1.16966, 5.47055, -2.13178], [1.89430, 5.82521, -0.57462], [-0.06756, 7.32797, -1.37640], [-0.12066, 6.77874, 0.29095], [-1.52151, 5.35419, -2.02444], [-2.33029, 6.48224, -0.94426], [-2.36141, 3.84055, -0.45386], [-2.30277, 4.99970, 0.87370], [-0.59668, 2.97057, 0.81452], [-0.05307, 4.55906, 1.37219], [1.70209, 3.28553, 2.08496], [3.94290, 1.68455, 1.31376], [3.34085, 1.96131, 2.92213], [5.48218, 3.63115, 1.54787], [5.70543, 2.48876, 2.86163], [5.59907, 5.00281, 3.46883], [4.69096, 3.88248, 4.45012], [3.57820, 6.16743, 3.37462], [2.63059, 4.74907, 3.78918], [3.84508, 5.18481, 1.02795], [2.18071, 5.57341, 1.45889], [3.46978, 4.38517, -1.29462], [5.04428, 2.81387, -0.11006], [5.40289, 2.99804, -1.81899], [3.83956, 0.64708, -0.63391], [5.53036, 0.60010, -1.14082], [4.00114, -0.30821, -2.90549], [4.85132, 1.13389, -3.47280], [1.97989, 1.01547, -2.42239], [2.46659, 1.28044, -4.09699], [1.88592, 3.44381, -2.99210], [3.56608, 3.40396, -3.49927], [5.21338, 3.85958, 7.98219], [4.83276, 2.46301, 7.95699], [5.30701, 1.68328, 6.85114], [4.66615, 1.77869, 9.22546], [2.90225, 2.72859, 7.60219], [2.24222, 3.50357, 8.42085], [0.95704, 3.66137, 8.10769], [0.39381, 3.05603, 6.99134], [1.21363, 2.27274, 6.20420], [2.49789, 2.10442, 6.54017], [0.79052, 1.59509, 4.94910], [1.54986, 0.54504, 4.44873], [1.19620, -0.03037, 3.24808], [0.14272, 0.39071, 2.52827], [-0.60527, 1.38334, 3.02487], [-0.32025, 2.00276, 4.22367], [0.37542, 4.29349, 8.76800], [-0.65882, 3.18557, 6.76775], [2.41719, 0.19762, 4.99816], [1.74703, -0.86470, 2.83718], [-1.47317, 1.66785, 2.44291], [-0.95215, 2.81608, 4.56340]],
  "forces_ev_per_a": [[-0.949, -2.334, -1.226], [-0.051, -0.093, -0.114], [0.141, -0.046, 0.105], [-0.144, -0.025, -0.034], [-0.245, 0.005, -0.130], [0.013, 0.157, 0.025], [0.444, -0.047, 0.307], [-0.181, 0.582, -0.090], [0.115, -0.115, 0.015], [-0.345, -0.598, -0.718], [0.266, 0.302, 0.122], [0.264, -0.138, -0.257], [-0.166, -0.095, 0.398], [0.034, 0.181, 0.082], [-0.902, -0.142, -0.398], [0.513, 0.907, 0.157], [0.054, -0.052, 0.148], [0.021, 0.011, -0.182], [0.073, -0.080, -0.209], [-0.130, -0.018, -0.120], [0.377, 0.214, 0.233], [-0.188, -0.174, 0.518], [-0.187, 0.434, -0.222], [0.340, 0.072, 0.195], [-0.196, -0.518, -0.660], [0.471, 0.063, -0.301], [-0.119, -0.043, -0.049], [-0.042, -0.049, -0.078], [0.120, -0.151, 0.135], [0.077, -0.086, -0.107], [-0.737, -1.273, -0.499], [-1.037, 1.045, 1.316], [-0.049, 0.032, -0.036], [0.020, -0.017, 0.117], [0.141, 0.011, -0.017], [-0.105, 0.098, -0.030], [0.049, 0.038, 0.017], [0.027, 0.034, 0.091], [-0.116, 0.130, -0.071], [0.140, 0.011, -0.037], [0.032, 0.153, 0.058], [0.054, 0.222, 0.050], [0.148, 0.064, 0.119], [0.846, 1.125, 0.547], [0.048, 0.064, 0.196], [0.207, 0.009, 0.086], [0.093, -0.005, 0.057], [0.024, 0.098, 0.063], [0.068, -0.014, -0.096], [0.082, 0.021, 0.051], [0.091, -0.035, -0.104], [-0.017, -0.076, 0.083], [-0.013, 0.083, 0.069], [-0.031, -0.054, 0.097], [0.035, -0.020, -0.042], [-0.021, 0.207, 0.024], [-0.075, 0.045, 0.278], [0.051, 0.016, -0.050], [-0.021, 0.110, 0.052], [0.012, -0.111, 0.116], [-0.127, -0.003, 0.145], [-0.044, -0.153, 0.166], [0.119, 0.079, 0.055], [0.036, 0.198, 0.043], [-0.121, 0.041, -0.069], [-0.014, -0.111, 0.029], [-0.400, -0.811, 0.448], [0.141, 0.844, 0.189], [0.032, 0.028, 0.125], [-0.021, 0.062, 0.047], [-0.040, -0.103, -0.001], [0.050, -0.026, 0.079], [0.099, 0.061, -0.047], [-0.065, 0.230, -0.108], [0.047, -0.237, -0.054], [0.094, 0.224, -0.021], [-0.145, 0.059, 0.159], [-0.059, -0.049, -0.036], [0.060, -0.182, -0.002], [-0.069, 0.054, 0.035], [0.149, -0.310, -0.082], [-0.137, -0.153, 0.078], [0.010, 0.167, -0.205], [-0.100, 0.109, 0.151], [0.206, 0.094, 0.006], [-0.036, -0.147, -0.011], [-0.100, 0.042, -0.121], [0.018, -0.032, 0.031], [-0.108, -0.037, -0.096], [0.020, -0.025, 0.060], [0.000, -0.034, -0.101], [-0.013, 0.023, 0.078], [0.029, -0.066, -0.037], [-0.007, 0.018, 0.031], [0.020, -0.052, -0.062], [-0.006, -0.001, 0.095], [-0.044, -0.134, -0.096], [0.016, -0.014, 0.156], [-0.055, -0.016, 0.058], [-0.084, -0.035, 0.156], [0.040, -0.007, -0.002], [0.018, 0.019, -0.066], [-0.050, -0.060, -0.010], [-0.017, 0.009, 0.141], [-0.010, -0.041, -0.014], [0.083, 0.062, -0.008], [-0.070, 0.005, -0.022], [0.028, -0.031, 0.036], [0.055, -0.044, -0.020], [-0.031, -0.043, -0.245], [-0.007, 0.014, 0.020], [0.155, 0.056, -0.012], [-0.039, 0.043, -0.005], [0.036, -0.002, -0.045], [-0.057, -0.085, 0.039], [0.003, 0.018, -0.076], [-0.019, 0.010, -0.016], [-0.104, 0.034, -0.108], [-0.037, 0.006, 0.001], [0.763, -0.181, 0.075], [-3.815, 1.102, 0.815], [0.467, -0.416, -0.596], [0.916, 0.004, -0.119], [4.739, -0.767, 0.441], [-1.675, 0.725, 0.371], [0.560, -0.005, 0.255], [-0.795, 0.017, -0.335], [0.377, 0.029, 0.237], [-1.543, -0.679, -1.699], [0.139, 0.364, 0.533], [0.048, -0.410, -0.086], [0.144, -0.118, 0.304], [1.585, 0.403, -0.668], [-0.392, 0.122, 0.032], [-0.360, -0.060, -0.270], [-0.111, -0.016, -0.033], [0.027, 0.050, 0.046], [-0.025, 0.071, -0.005], [0.125, 0.082, -0.089], [0.021, 0.106, -0.077], [0.057, -0.123, -0.038]],
  "homo_lumo_gap_ha": 0.1322,
  "energy_ev": -128706.47375,
  "largest_force_ev_per_a": 4.8,
  "e_above_lowest_ev": 2.131,
  "charge": 1
}